Below is a 2-piece molecular cluster, C6H13NO overall at a distorted geometry, with properties calculated with ωB97M-V/def2-TZVPD.

Output
Electronic energy   -9968.6236 eV
E_LUMO   0.0338 hartree
Orbital gap   8.662 eV
HOMO level   -7.74 eV
Energy above the lowest of the compared OMol25 structures with the same formula, charge and spin   246.11 kJ/mol
Structure (SMILES)   C=C(/C=C/C)NC.O

Bonds (Å) are listed after each position.
Atoms and positions in Å:
1 C 0.456 -0.522 2.541  C2 1.342, H8 1.084, H9 1.083
2 C 0.547 0.224 1.429  C1 1.342, C3 1.490, N6 1.372
3 C -0.230 -0.242 0.246  C2 1.490, C4 1.325, H10 1.076
4 C 0.366 -0.545 -0.898  C3 1.325, C5 1.512, H11 1.086
5 C -0.281 -1.018 -2.180  C4 1.512, H12 1.082, H13 1.097, H14 1.094
6 N 1.465 1.227 1.246  C2 1.372, C7 1.461, H15 1.011
7 C 1.323 2.330 0.298  N6 1.461, H16 1.088, H17 1.082, H18 1.086
8 H -0.217 -1.371 2.584  C1 1.084
9 H 1.040 -0.339 3.435  C1 1.083
10 H -1.306 -0.249 0.283  C3 1.076
11 H 1.441 -0.575 -1.048  C4 1.086
12 H -1.168 -1.637 -2.157  C5 1.082
13 H -0.564 -0.186 -2.836  C5 1.097
14 H 0.453 -1.540 -2.800  C5 1.094
15 H 2.153 1.408 1.964  N6 1.011
16 H 0.746 3.124 0.768  C7 1.088
17 H 0.788 2.038 -0.596  C7 1.082
18 H 2.333 2.592 -0.003  C7 1.086
19 O -3.430 -1.437 -0.849  H20 0.952, H21 0.964
20 H -2.679 -0.901 -0.612  O19 0.952
21 H -3.238 -2.381 -0.814  O19 0.964

Want to see where the charge sits? The natural (NBO) charges in e are: C -0.51; C 0.16; C -0.23; C -0.15; C -0.67; N -0.61; C -0.41; H 0.20; H 0.19; H 0.18; H 0.20; H 0.22; H 0.22; H 0.22; H 0.39; H 0.18; H 0.21; H 0.20; O -0.95; H 0.47; H 0.48

Below is a 2-piece molecular cluster, C8H15IS overall at a distorted geometry, with properties calculated with ωB97M-V/def2-TZVPD.

Output
Electronic energy   -27471.4729 eV
E_LUMO (spin up / spin down)   0.0181 / -0.0357 hartree
Spin multiplicity   3
Orbital gap (spin up / spin down)   7.553 / 8.225 eV
HOMO level (spin up / spin down)   -7.06 / -9.20 eV
Energy above the lowest of the compared OMol25 structures with the same formula, charge and spin   0.00 kJ/mol
Expectation value of S²   2.0128

Bonds (Å) are listed after each position.
Atoms and positions in Å:
1 C -1.667 -1.465 0.263  C2 1.525, C3 1.525, H11 1.092, H12 1.092
2 C -0.571 -1.505 1.323  C1 1.525, C4 1.524, H13 1.092, H14 1.092
3 C -1.083 -1.816 -1.101  C1 1.525, C5 1.524, H15 1.093, H16 1.091
4 C 0.563 -0.554 0.960  C2 1.524, C6 1.540, H17 1.096, H18 1.096
5 C 0.011 -0.822 -1.474  C3 1.524, C6 1.533, H19 1.092, H20 1.092
6 C 1.140 -0.849 -0.437  C4 1.540, C5 1.533, C8 1.495, H21 1.098
7 C 0.902 3.939 0.479  H22 1.072, H23 1.072, H24 1.072
8 C 2.199 0.128 -0.839  C6 1.495, S9 1.860, I10 2.134
9 S 1.599 1.885 -0.723  C8 1.860, H25 1.332
10 I 4.100 -0.227 0.063  C8 2.134
11 H -2.464 -2.163 0.526  C1 1.092
12 H -2.099 -0.462 0.224  C1 1.092
13 H -0.980 -1.216 2.293  C2 1.092
14 H -0.186 -2.523 1.413  C2 1.092
15 H -0.664 -2.824 -1.065  C3 1.093
16 H -1.866 -1.804 -1.862  C3 1.091
17 H 0.183 0.473 0.961  C4 1.096
18 H 1.357 -0.617 1.714  C4 1.096
19 H 0.421 -1.060 -2.458  C5 1.092
20 H -0.408 0.185 -1.518  C5 1.092
21 H 1.583 -1.853 -0.426  C6 1.098
22 H -0.157 3.820 0.365  C7 1.072
23 H 1.302 3.833 1.468  C7 1.072
24 H 1.383 4.638 -0.175  C7 1.072
25 H 2.802 2.411 -0.947  S9 1.332

Want to see where the charge sits? The natural (NBO) charges in e are: C -0.40; C -0.40; C -0.39; C -0.39; C -0.39; C -0.38; C -0.55; C -0.19; S 0.02; I 0.13; H 0.21; H 0.19; H 0.21; H 0.20; H 0.19; H 0.21; H 0.20; H 0.22; H 0.22; H 0.20; H 0.22; H 0.18; H 0.18; H 0.18; H 0.14

Below is a 8-piece molecular cluster, C43H33BN2O31 overall at a distorted geometry, with properties calculated with ωB97M-V/def2-TZVPD.

Output
Electronic energy   -112255.6817 eV
E_LUMO   -0.0707 hartree
Orbital gap   7.511 eV
HOMO level   -9.43 eV
Structure (SMILES)   O=C1C=C(O)C(=O)C=C1O.O=C1C=C(O)C(=O)C=C1O.O=C1C=C(O)C(=O)C=C1O.O=C1C=C(O)C(=O)C=C1O.O=C1C=C(O)C(=O)C=C1O.O=C1C=C(O)C(=O)C=C1O.O=C1C=C(O)C(=O)C=C1O.NB(O)OC(N)=O

Bonds (Å) are listed after each position.
Atoms and positions in Å:
1 O 4.614 -0.019 -1.950  C2 1.212
2 C 4.891 -0.303 -3.095  O1 1.212, C3 1.462, C9 1.496
3 C 5.975 -1.210 -3.467  C2 1.462, C4 1.338, H11 1.080
4 C 6.230 -1.459 -4.757  C3 1.338, O5 1.338, C6 1.498
5 O 7.210 -2.284 -5.141  C4 1.338, H12 0.976
6 C 5.430 -0.826 -5.854  C4 1.498, O7 1.217, C8 1.457
7 O 5.720 -1.074 -7.010  C6 1.217
8 C 4.335 0.058 -5.479  C6 1.457, C9 1.337, H13 1.082
9 C 4.075 0.307 -4.191  C2 1.496, C8 1.337, O10 1.335
10 O 3.075 1.111 -3.819  C9 1.335, H14 0.983
11 H 6.546 -1.659 -2.668  C3 1.080
12 H 7.184 -2.288 -6.117  O5 0.976
13 H 3.752 0.496 -6.278  C8 1.082
14 H 3.089 1.133 -2.837  O10 0.983
15 O 6.582 -3.201 -1.044  C16 1.218
16 C 6.567 -4.356 -1.432  O15 1.218, C17 1.458, C23 1.498
17 C 6.063 -4.754 -2.740  C16 1.458, C18 1.338, H25 1.080
18 C 6.061 -6.043 -3.097  C17 1.338, O19 1.332, C20 1.498
19 O 5.611 -6.449 -4.284  C18 1.332, H26 0.976
20 C 6.566 -7.114 -2.179  C18 1.498, O21 1.216, C22 1.458
21 O 6.523 -8.271 -2.550  C20 1.216
22 C 7.092 -6.713 -0.879  C20 1.458, C23 1.338, H27 1.081
23 C 7.097 -5.424 -0.524  C16 1.498, C22 1.338, O24 1.333
24 O 7.570 -5.014 0.652  C23 1.333, H28 0.977
25 H 5.699 -3.974 -3.394  C17 1.080
26 H 5.718 -7.419 -4.289  O19 0.976
27 H 7.469 -7.492 -0.232  C22 1.081
28 H 7.457 -4.044 0.661  O24 0.977
29 O -4.632 -0.181 4.467  C30 1.217
30 C -4.075 0.431 3.575  O29 1.217, C31 1.456, C37 1.498
31 C -2.648 0.720 3.579  C30 1.456, C32 1.340, H39 1.081
32 C -2.092 1.412 2.576  C31 1.340, O33 1.334, C34 1.506
33 O -0.787 1.687 2.560  C32 1.334, H40 0.984
34 C -2.915 1.910 1.417  C32 1.506, O35 1.216, C36 1.458
35 O -2.375 2.541 0.529  C34 1.216
36 C -4.339 1.598 1.405  C34 1.458, C37 1.338, H41 1.081
37 C -4.888 0.907 2.410  C30 1.498, C36 1.338, O38 1.329
38 O -6.181 0.599 2.437  C37 1.329, H42 0.977
39 H -2.071 0.356 4.418  C31 1.081
40 H -0.636 2.207 1.738  O33 0.984
41 H -4.917 1.945 0.559  C36 1.081
42 H -6.319 0.099 3.266  O38 0.977
43 O -7.167 -2.106 2.104  C44 1.217
44 C -6.646 -3.003 1.468  O43 1.217, C45 1.454, C51 1.497
45 C -6.345 -4.307 2.037  C44 1.454, C46 1.338, H53 1.081
46 C -5.756 -5.248 1.290  C45 1.338, O47 1.333, C48 1.499
47 O -5.465 -6.457 1.771  C46 1.333, H54 0.976
48 C -5.386 -4.998 -0.140  C46 1.499, O49 1.216, C50 1.460
49 O -4.836 -5.882 -0.768  C48 1.216
50 C -5.708 -3.695 -0.716  C48 1.460, C51 1.338, H55 1.081
51 C -6.300 -2.757 0.032  C44 1.497, C50 1.338, O52 1.334
52 O -6.613 -1.553 -0.450  C51 1.334, H56 0.977
53 H -6.616 -4.470 3.070  C45 1.081
54 H -5.046 -6.941 1.034  O47 0.976
55 H -5.451 -3.530 -1.753  C50 1.081
56 H -7.024 -1.068 0.292  O52 0.977
57 O -6.299 -3.986 5.125  C58 1.217
58 C -7.022 -3.946 6.103  O57 1.217, C59 1.457, C65 1.501
59 C -7.722 -5.115 6.619  C58 1.457, C60 1.338, H67 1.081
60 C -8.517 -5.006 7.689  C59 1.338, O61 1.331, C62 1.499
61 O -9.173 -6.049 8.194  C60 1.331, H68 0.977
62 C -8.721 -3.696 8.388  C60 1.499, O63 1.216, C64 1.457
63 O -9.470 -3.654 9.345  C62 1.216
64 C -8.003 -2.531 7.886  C62 1.457, C65 1.339, H69 1.081
65 C -7.203 -2.639 6.818  C58 1.501, C64 1.339, O66 1.332
66 O -6.531 -1.595 6.335  C65 1.332, H70 0.977
67 H -7.569 -6.054 6.106  C59 1.081
68 H -9.674 -5.703 8.957  O61 0.977
69 H -8.144 -1.596 8.409  C64 1.081
70 H -6.026 -1.922 5.564  O66 0.977
71 O -0.306 9.104 3.619  C72 1.214
72 C -0.389 7.970 3.192  O71 1.214, C73 1.459, C79 1.500
73 C -0.810 7.659 1.831  C72 1.459, C74 1.337, H81 1.081
74 C -0.897 6.387 1.427  C73 1.337, O75 1.334, C76 1.498
75 O -1.282 6.061 0.192  C74 1.334, H82 0.975
76 C -0.571 5.248 2.345  C74 1.498, O77 1.220, C78 1.454
77 O -0.681 4.107 1.928  C76 1.220
78 C -0.130 5.556 3.696  C76 1.454, C79 1.339, H83 1.081
79 C -0.040 6.829 4.101  C72 1.500, C78 1.339, O80 1.329
80 O 0.361 7.155 5.325  C79 1.329, H84 0.977
81 H -1.045 8.489 1.179  C73 1.081
82 H -1.273 5.086 0.157  O75 0.975
83 H 0.118 4.726 4.342  C78 1.081
84 H 0.337 8.131 5.363  O80 0.977
85 O 4.379 6.020 -9.669  C86 1.216
86 C 4.500 5.409 -8.624  O85 1.216, C87 1.458, C93 1.499
87 C 3.397 4.705 -7.981  C86 1.458, C88 1.338, H95 1.081
88 C 3.592 4.064 -6.822  C87 1.338, O89 1.334, C90 1.498
89 O 2.612 3.405 -6.202  C88 1.334, H96 0.980
90 C 4.930 4.048 -6.150  C88 1.498, O91 1.214, C92 1.458
91 O 5.036 3.463 -5.091  C90 1.214
92 C 6.039 4.732 -6.805  C90 1.458, C93 1.338, H97 1.081
93 C 5.845 5.369 -7.964  C86 1.499, C92 1.338, O94 1.333
94 O 6.830 6.006 -8.598  C93 1.333, H98 0.976
95 H 2.436 4.725 -8.476  C87 1.081
96 H 3.007 3.031 -5.387  O89 0.980
97 H 7.004 4.698 -6.318  C92 1.081
98 H 6.426 6.381 -9.404  O94 0.976
99 N 0.523 2.954 -1.138  B100 1.437, H106 1.012, H107 1.013
100 B 1.580 2.309 -0.409  N99 1.437, O101 1.389, O102 1.398
101 O 2.143 1.155 -0.938  B100 1.389, H108 0.964
102 O 2.003 2.921 0.775  B100 1.398, C103 1.361
103 C 2.623 2.063 1.631  O102 1.361, N104 1.395, O105 1.168
104 N 1.865 1.062 2.237  C103 1.395, H109 1.012, H110 1.030
105 O 3.760 2.199 1.864  C103 1.168
106 H -0.109 2.277 -1.547  N99 1.012
107 H 0.016 3.557 -0.501  N99 1.013
108 H 1.715 0.354 -0.616  O101 0.964
109 H 2.440 0.590 2.923  N104 1.012
110 H 1.127 1.551 2.765  N104 1.030

Results of the Mulliken charge analysis, in e, for atoms 1 through 99: O -0.53; C 1.04; C -1.04; C 0.05; O -0.57; C 0.87; O -0.64; C -0.62; C 0.24; O -0.52; H 0.67; H 0.34; H 0.56; H 0.16; O -0.64; C 1.11; C -0.68; C 0.23; O -0.57; C 0.87; O -0.62; C -0.95; C 0.32; O -0.58; H 0.42; H 0.35; H 0.42; H 0.35; O -0.48; C 1.01; C -0.89; C 0.31; O -0.38; C 0.94; O -0.52; C -1.04; C 0.19; O -0.59; H 0.49; H 0.23; H 0.48; H 0.26; O -0.61; C 1.18; C -1.04; C 0.34; O -0.57; C 0.90; O -0.62; C -0.92; C 0.36; O -0.61; H 0.50; H 0.35; H 0.43; H 0.34; O -0.61; C 1.07; C -1.06; C 0.34; O -0.57; C 0.98; O -0.61; C -0.68; C 0.05; O -0.45; H 0.46; H 0.35; H 0.45; H 0.29; O -0.61; C 0.97; C -0.78; C 0.37; O -0.66; C 0.45; O 0.00; C -1.08; C 0.33; O -0.57; H 0.46; H 0.27; H 0.47; H 0.35; O -0.62; C 1.00; C -0.86; C 0.37; O -0.57; C 0.99; O -0.52; C -1.08; C 0.39; O -0.57; H 0.44; H 0.23; H 0.43; H 0.35; N -0.52

Below is a 3-piece molecular cluster, C4H12NOS overall at a distorted geometry, with properties calculated with ωB97M-V/def2-TZVPD.

Output
Electronic energy   -18711.2811 eV
E_LUMO   -0.0044 hartree
Total charge   -1
Orbital gap   3.364 eV
HOMO level   -3.48 eV
Energy above the lowest of the compared OMol25 structures with the same formula, charge and spin   528.11 kJ/mol

Bonds (Å) are listed after each position.
Atoms and positions in Å:
1 C 0.492 -0.517 -0.481  C2 1.506, C4 1.544, H7 1.087, H8 1.088
2 C 0.441 -2.022 -0.486  C1 1.506, H9 1.093, H10 1.139, H13 1.084
3 S 2.330 -4.359 -0.750  no bonds
4 C -0.959 -0.046 -0.246  C1 1.544, N5 1.465, H11 1.113, H12 1.119
5 N -1.157 1.381 0.019  C4 1.465, C6 1.480, H18 1.121
6 C -0.930 1.701 1.446  N5 1.480, H14 1.094, H15 1.123, H16 1.088
7 H 1.138 -0.130 0.303  C1 1.087
8 H 0.813 -0.109 -1.438  C1 1.088
9 H 0.147 -2.447 0.477  C2 1.093
10 H 1.317 -2.705 -0.737  C2 1.139
11 H -1.555 -0.369 -1.128  C4 1.113
12 H -1.372 -0.553 0.663  C4 1.119
13 H -0.270 -2.306 -1.252  C2 1.084
14 H 0.121 1.488 1.663  C6 1.094
15 H -1.765 1.163 1.970  C6 1.123
16 H -1.190 2.724 1.710  C6 1.088
17 H 1.340 3.030 -0.992  O19 0.966
18 H -0.184 1.774 -0.376  N5 1.121
19 O 1.242 2.302 -0.364  H17 0.966

Want to see where the charge sits? The natural (NBO) charges in e are: C -0.44; C -0.45; S -0.27; C -0.20; N -0.69; C -0.43; H 0.23; H 0.23; H 0.21; H 0.15; H 0.17; H 0.15; H 0.20; H 0.20; H 0.15; H 0.19; H 0.42; H 0.44; O -1.27